1.
DFT (the ωB97M-V functional and the def2-TZVPD basis) results for an isolated molecule of C21H29N3O.

Results
Energy   -28760.3015 eV
HOMO   -4.871 eV
F_max   3.51 eV/Å
ΔE to the lowest compared entry with this formula, charge and spin   155.0 kcal per mole

Element x y z (Å)
C1 1.24504 0.97371 -3.04930
C2 0.09599 1.74186 -2.43471
C3 0.24472 3.25410 -2.55742
N1 0.00168 1.44489 -1.01944
N2 0.15100 2.46860 -0.19112
N3 -0.08941 1.98901 1.02740
C4 0.44328 2.87370 2.12371
C5 -0.03175 4.30940 1.91286
C6 1.96796 2.77378 2.11178
C7 -0.25370 0.61971 0.96793
C8 -0.72046 0.03858 2.21747
C9 -0.03457 -1.03432 2.80718
C10 -0.35571 -1.45707 4.10506
C11 -1.44119 -0.90362 4.79064
C12 -2.22125 0.09671 4.17590
C13 -1.88694 0.54212 2.89293
C14 -0.23627 0.23071 -0.37172
C15 -0.60224 -1.12525 -1.01415
H1 1.28398 1.27972 -4.11356
H2 2.21558 1.20173 -2.55636
H3 1.06383 -0.10996 -2.98193
H4 -0.82379 1.41159 -2.94232
H5 0.36834 3.56981 -3.61125
H6 -0.62846 3.77916 -2.13638
H7 1.14445 3.59001 -2.01107
H8 0.05527 2.49772 3.07007
H9 0.53477 5.05352 2.49371
H10 0.06299 4.57415 0.85686
H11 -1.07984 4.41070 2.21702
H12 2.46090 3.45378 2.81623
H13 2.28036 1.75265 2.36258
H14 2.32344 3.01759 1.10437
H15 0.82304 -1.43808 2.26177
H16 0.22525 -2.26670 4.56102
H17 -1.69443 -1.29152 5.77399
H18 -3.11636 0.48449 4.67716
H19 -2.49340 1.32732 2.42533
H20 -0.82310 -1.78634 -0.12349
H21 -1.64229 -1.05210 -1.46734
C16 -1.55577 -3.26619 -3.51408
C17 -0.39616 -3.32787 -2.60765
C18 0.23715 -2.17239 -1.99679
C19 1.13350 -2.85057 -0.89917
C20 1.13075 -4.37890 -1.00531
C21 0.14466 -4.67793 -2.18258
O1 -0.10278 -5.78313 -2.67802
H22 -1.78775 -4.29128 -3.84309
H23 -2.48778 -2.83439 -3.08216
H24 -1.33931 -2.66316 -4.41702
H25 0.57773 -1.40805 -2.77498
H26 2.11167 -2.36816 -0.77561
H27 0.53834 -2.66638 0.00912
H28 2.12224 -4.69102 -1.33404
H29 0.85678 -4.91648 -0.07003

Atoms 1-3, force components in eV/Å:
C 0.590 0.167 -0.415
C 0.079 0.400 -0.884
C 0.221 0.660 -0.519



2.
DFT (the ωB97M-V functional and the def2-TZVPD basis) results for an isolated molecule of C21H29N3O3.

Results
Energy   -32862.6887 eV
HOMO   -8.251 eV
F_max   0.80 eV/Å
ΔE to the lowest compared entry with this formula, charge and spin   18.4 kcal per mole

Element x y z (Å)
C1 -0.85557 -3.65936 0.88599
C2 -0.01280 -3.34124 -0.34423
C3 0.71384 -4.57208 -0.87965
C4 1.55534 -4.18152 -2.09340
C5 2.34121 -5.37169 -2.63384
C6 2.49828 -3.03929 -1.71149
N1 1.74814 -1.89657 -1.22627
C7 2.58639 -0.72305 -1.06205
C8 1.76990 0.55818 -0.87010
C9 0.64708 0.68277 -1.91487
N2 -0.61948 1.00303 -1.29809
C10 -1.19223 2.21376 -1.36995
O1 -0.79458 3.12883 -2.05822
C11 -2.43379 2.33595 -0.46772
C12 -1.99018 2.80992 0.86785
C13 -1.55465 2.04617 1.94377
C14 -1.42960 0.61672 2.06919
O2 -1.60559 -0.19827 1.18306
O3 -1.06604 0.22674 3.31177
N3 -1.23388 2.88128 2.99681
C15 -1.43359 4.16866 2.62152
C16 -1.24609 5.35615 3.32396
C17 -1.52998 6.53273 2.66980
C18 -1.98634 6.54448 1.34453
C19 -2.17790 5.37942 0.64331
C20 -1.90486 4.16607 1.28301
C21 1.01243 -2.25283 -0.02788
H1 -1.40061 -2.77200 1.19862
H2 -0.22439 -3.99548 1.70728
H3 -1.57427 -4.44444 0.66313
H4 -0.67017 -2.95675 -1.13034
H5 -0.00571 -5.34568 -1.15591
H6 1.36403 -4.98054 -0.10109
H7 0.88357 -3.81176 -2.87489
H8 1.66572 -6.17690 -2.91322
H9 3.02943 -5.74807 -1.87939
H10 2.91739 -5.08559 -3.51088
H11 3.06650 -2.72922 -2.59285
H12 3.21962 -3.40065 -0.95349
H13 3.17886 -0.62153 -1.97567
H14 3.29018 -0.83348 -0.21591
H15 2.44599 1.41172 -0.92553
H16 1.32543 0.56973 0.12690
H17 0.54846 -0.27317 -2.43583
H18 0.86108 1.47382 -2.63482
H19 -0.98794 0.33064 -0.63682
H20 -3.10767 3.06697 -0.91320
H21 -2.92506 1.36692 -0.38853
H22 -0.99477 -0.73947 3.33826
H23 -0.90338 2.55417 3.88856
H24 -0.88925 5.34864 4.34297
H25 -1.39576 7.47241 3.18484
H26 -2.18654 7.49448 0.87239
H27 -2.51339 5.39117 -0.38153
H28 0.48344 -1.37425 0.33960
H29 1.69377 -2.60667 0.77057

Atoms 1-3, force components in eV/Å:
C 0.087 0.117 -0.256
C 0.105 -0.172 0.408
C -0.169 0.397 -0.345



3.
DFT (the ωB97M-V functional and the def2-TZVPD basis) results for an isolated molecule of C21H29N3O3S.

Results
Energy   -43693.8423 eV
HOMO   -8.534 eV
F_max   1.44 eV/Å
ΔE to the lowest compared entry with this formula, charge and spin   99.0 kcal per mole

Element x y z (Å)
C1 3.57076 -2.41161 3.40961
C2 2.73225 -1.45449 2.55126
C3 1.88760 -2.18086 1.48729
N1 0.71207 -1.37064 1.19017
C4 -0.03002 -1.68665 -0.02221
C5 0.15381 -3.08747 -0.44554
N2 0.31710 -4.20009 -0.62650
C6 0.51169 -0.78281 -1.16077
O1 0.67617 0.54022 -0.70531
C7 0.17931 1.54888 -1.50713
C8 -1.03638 1.49650 -2.16855
C9 -1.48054 2.55595 -2.96349
C10 -2.80432 2.43013 -3.67120
C11 -0.69026 3.69178 -3.07655
C12 0.53080 3.74957 -2.40326
C13 0.98020 2.69953 -1.61075
C14 2.29953 2.81474 -0.87559
C15 3.36515 1.85971 -1.41999
C16 2.14743 2.73282 0.64813
C17 -1.56773 -1.54896 0.23946
S1 -2.53715 -1.86439 -1.29006
C18 -1.89371 -0.22646 0.72975
N3 -2.10028 0.83746 1.07888
C19 -2.01342 -2.60120 1.32099
C20 -3.16777 -2.18140 2.20740
O2 -4.35317 -1.88777 1.45951
C21 -5.02102 -0.79504 1.89180
O3 -6.21071 -0.72544 1.86644
H1 4.55100 -1.98948 3.58983
H2 3.07431 -2.60133 4.35578
H3 3.66492 -3.36036 2.88936
H4 2.06596 -0.84164 3.15367
H5 3.36567 -0.74452 2.02691
H6 1.64455 -3.17874 1.85881
H7 2.49973 -2.23534 0.59387
H8 0.10113 -1.29525 1.98982
H9 -0.06489 -0.85043 -2.07700
H10 1.50758 -1.17427 -1.38350
H11 -1.66849 0.62218 -2.09987
H12 -3.60843 2.40908 -2.94172
H13 -2.91983 3.26126 -4.35981
H14 -2.83462 1.52739 -4.27488
H15 -1.01967 4.53057 -3.67016
H16 1.11978 4.65166 -2.49023
H17 2.64683 3.82592 -1.07961
H18 4.35038 2.29550 -1.26779
H19 3.25049 1.74980 -2.49453
H20 3.35033 0.89428 -0.92174
H21 1.85095 3.69837 1.04673
H22 3.07747 2.41412 1.11310
H23 1.38406 2.02425 0.95205
H24 -2.40736 -3.19680 -1.31112
H25 -1.18573 -2.82934 1.98788
H26 -2.27851 -3.52039 0.81477
H27 -3.40925 -3.03667 2.83800
H28 -2.90697 -1.37803 2.89278
H29 -4.42633 0.07037 2.20385

Atoms 1-3, force components in eV/Å:
C -0.480 0.338 -0.379
C -0.111 -0.086 -0.264
C 0.245 0.834 0.783